(1)
DFT (ωB97M-V/def2-TZVPD) results for a 12-piece molecular cluster, C4H32N2O13 overall at a distorted geometry.

Last column: Mulliken charge in e.
Element x y z (Å)
C1 -0.72786 1.42205 -3.17635  -0.7242
N1 -0.81166 0.02913 -2.62355  -0.2091
C2 -0.66499 -0.28661 -1.32898  -0.2112
O1 -1.08175 -1.36377 -0.86396  -0.6733
C3 -0.08688 0.66408 -0.19117  1.8803
N2 -1.12392 0.86423 0.79981  -0.5183
C4 1.25998 0.04576 0.19053  -0.1070
O2 2.08453 1.10499 0.62630  -0.6109
H1 -0.16656 2.01180 -2.43186  0.2103
H2 -1.74591 1.77371 -3.33801  0.2828
H3 -0.09694 1.25867 -4.04369  0.3521
H4 -1.33191 -0.55473 -3.25501  0.3800
H5 0.17579 1.61299 -0.69091  -0.4166
H6 -1.46727 -0.06132 1.03153  0.1985
H7 -0.89575 1.46465 1.56760  0.0948
H8 1.16273 -0.60403 0.99989  -0.6726
H9 1.79474 -0.45514 -0.63389  0.5222
H10 2.07112 1.25723 1.57403  0.3414
O3 -0.83392 2.19476 3.60716  -0.6209
H11 0.05136 1.80688 3.68347  0.2929
H12 -1.01476 2.45540 4.51537  0.2906
O4 -0.79097 -1.93196 2.46126  -0.7340
H13 -0.00138 -2.13587 1.92423  0.3701
H14 -1.43371 -2.59614 2.14264  0.3280
O5 2.30146 -1.24064 -4.01547  -0.6218
H15 2.70992 -2.07735 -4.26590  0.3142
H16 1.42785 -1.54366 -3.72005  0.2930
O6 0.70282 4.00545 0.13559  -0.5329
H17 1.12222 4.47122 0.87203  0.2302
H18 -0.16259 4.23067 -0.21061  0.2678
O7 -1.93330 -3.98416 -2.86965  -0.6280
H19 -2.41162 -3.63729 -2.09605  0.2866
H20 -1.03941 -4.08834 -2.52694  0.3235
O8 0.96869 -0.73637 4.14079  -0.6187
H21 0.69803 -1.22499 4.94149  0.3404
H22 0.14755 -1.03054 3.69373  0.3334
O9 -2.74947 -3.52839 0.90989  -0.6604
H23 -2.62627 -4.18395 0.22070  0.2834
H24 -2.75858 -2.63496 0.52814  0.3502
O10 2.92799 4.61024 -1.41716  -0.6320
H25 2.70949 4.00004 -0.69726  0.3261
H26 2.20155 4.27952 -1.96497  0.3008
O11 0.87865 -3.26644 -0.71173  -0.7676
H27 0.20220 -3.87894 -0.42658  0.3168
H28 0.61818 -2.32964 -0.63849  0.3606
O12 1.87786 -3.03828 1.78028  -0.6650
H29 2.01761 -3.46435 0.90438  0.3520
H30 2.04735 -2.12730 1.52880  0.3658
O13 -1.79545 4.44592 1.07736  -0.6435
H31 -2.76264 4.50837 1.21459  0.2873
H32 -1.64420 3.48740 1.06664  0.3920

Output
- max |F| (eV Å⁻¹) = 3.1
- SMILES = CNC(=O)[C@@H](N)CO.O.O.O.O.O.O.O.O.O.O.O
- spin multiplicity = 1
- charge = 0
- ΔE to the lowest compared entry with this formula, charge and spin (eV) = 4.405
- total energy (eV) = -34264.30041
- orbital gap (eV) = 9.54

***

(2)
DFT (ωB97M-V/def2-TZVPD) results for a 12-piece molecular cluster, C4H32NO13 overall at a distorted geometry.

Last column: Mulliken charge in e.
Element x y z (Å)
C1 2.40470 -2.33515 -1.02383  -0.7899
O1 1.58884 -2.66890 -2.23441  -0.5556
C2 1.86630 -1.05997 -0.40751  0.9513
C3 2.59784 -0.58765 0.94004  -0.6476
C4 2.29213 0.91447 1.31013  -0.5169
O2 0.99101 1.20035 1.20557  -0.3095
N1 0.33456 -1.15969 -0.17239  -0.0278
H1 2.09027 -3.18966 -0.34236  0.3224
H2 3.43961 -2.47530 -1.16952  0.3950
H3 0.76837 -2.12224 -2.09344  0.3125
H4 1.91445 -0.29406 -1.17465  -0.4702
H5 2.24002 -1.24578 1.78886  0.3243
H6 3.71055 -0.70611 0.89973  0.4183
H7 2.69434 1.09903 2.41155  0.3248
H8 2.83153 1.65003 0.64339  0.4647
H9 -0.08746 -0.23267 0.04082  -0.2036
H10 0.09577 -1.70708 0.63656  0.2518
H11 -0.54733 2.20808 1.15755  0.5078
H12 -1.09150 2.78773 2.24761  0.2917
O3 -1.19572 2.83147 1.39223  -0.7064
H13 -2.66128 -1.22983 1.76985  0.4517
H14 -2.93277 -2.87144 1.60303  0.2943
O4 -2.75335 -2.09051 2.29033  -0.6611
H15 -3.17515 2.02589 -0.89593  0.3301
H16 -2.78075 2.54216 0.59154  0.3736
O5 -3.37154 2.00389 0.03624  -0.7602
H17 1.74996 1.12273 -1.62953  0.2581
H18 1.19794 2.49377 -2.12864  0.3319
O6 1.53087 1.60246 -2.43227  -0.7299
H19 0.85391 2.33736 0.28466  0.3168
H20 -0.25711 3.37800 -0.46293  0.2514
O7 0.52526 2.92870 -0.58260  -0.7325
H21 -2.71112 0.64615 0.23799  0.3889
H22 -2.65202 -0.79744 -0.25478  0.3093
O8 -2.23513 -0.22278 0.37549  -0.6688
H23 2.37045 -0.75382 -3.80150  0.3134
H24 2.19863 0.76448 -3.72787  0.4403
O9 2.55223 0.06237 -4.25636  -0.6849
H25 -0.28468 -1.26988 4.73781  0.3250
H26 -0.85283 -2.49497 3.97307  0.3242
O10 -0.15331 -2.28474 4.63684  -0.6639
H27 -1.90583 -1.74711 -2.27383  0.3175
H28 -2.76430 -0.74841 -2.90876  0.3289
O11 -2.81088 -1.58725 -2.50900  -0.6793
H29 -0.75457 1.04628 -2.36462  0.3770
H30 -1.42130 0.28189 -1.19280  0.2142
O12 -1.61137 0.77960 -2.00411  -0.6172
H31 -0.97040 0.16608 2.78535  0.2959
H32 0.32956 0.81344 2.69055  0.3536
O13 -0.29974 0.57663 3.35893  -0.7358

Output
- max |F| (eV Å⁻¹) = 7.8
- spin multiplicity = 2
- charge = 0
- ⟨S²⟩ = 0.7564
- ΔE to the lowest compared entry with this formula, charge and spin (eV) = 0.000
- total energy (eV) = -32770.69566
- orbital gap (alpha / beta) (eV) = 10.56 / 5.59

***

(3)
DFT (ωB97M-V/def2-TZVPD) results for a 13-piece molecular cluster, C4H33NO13S overall at a distorted geometry.

Last column: Mulliken charge in e.
Element x y z (Å)
C1 -1.77435 2.05262 1.02822  -1.7244
C2 -1.60206 0.58789 0.56024  1.1990
C3 -2.95878 -0.13669 0.64898  -0.7817
S1 -3.98833 0.16806 -0.84422  -0.6766
N1 -0.60430 -0.12017 1.39936  -0.2408
C4 0.79673 0.04561 0.91993  -0.1037
O1 1.18155 1.37305 0.79844  -0.8276
H1 -0.87437 2.65531 0.88923  0.2696
H2 -2.01027 2.09785 2.09067  0.2859
H3 -2.56996 2.56335 0.46993  0.5527
H4 -1.23881 0.53249 -0.48198  -0.1101
H5 -2.82333 -1.25268 0.75207  0.1799
H6 -3.53323 0.19271 1.52374  0.2925
H7 -0.69161 0.16010 2.37656  0.2468
H8 1.47888 -0.43344 1.63273  0.1471
H9 0.89104 -0.43553 -0.03929  0.2185
H10 -0.06659 -3.16209 0.89826  0.3766
H11 -0.97091 -1.89008 1.01790  0.3989
O2 -0.91986 -2.81881 0.61212  -0.7699
H12 -0.98374 -2.36005 -2.30615  0.4383
H13 -0.38088 -2.25265 -0.95109  0.2788
O3 -0.11829 -2.14070 -1.88770  -0.7726
H14 0.88101 0.75419 -2.61019  0.4529
H15 0.59520 -0.73040 -2.67558  0.4637
O4 1.07749 -0.05252 -3.15631  -0.8232
H16 -1.19939 1.41550 4.46399  0.2727
H17 0.22818 1.52041 3.90647  0.4089
O5 -0.38451 0.97166 4.45879  -0.7274
H18 2.99198 -0.46746 -2.48207  0.3887
H19 3.70700 0.18312 -1.28621  0.4894
O6 3.74045 -0.63282 -1.88782  -0.8580
H20 -3.18818 -1.72762 -2.09756  0.2584
H21 -2.59366 -2.76315 -1.15118  0.3149
O7 -2.75304 -2.59948 -2.07752  -0.7426
H22 2.05913 2.45916 3.16956  0.2961
H23 1.01255 2.06714 2.04096  0.3168
O8 1.11852 2.56860 2.99204  -0.8622
H24 3.02054 2.10091 -1.23551  0.3267
H25 2.65447 1.47413 0.12209  0.3646
O9 3.42946 1.63630 -0.48981  -0.8720
H26 3.08370 -2.14649 -1.28809  0.4833
H27 1.79615 -2.86695 -1.57860  0.3374
O10 2.61585 -2.97763 -1.14661  -0.8150
H28 1.70134 -2.31808 1.75360  0.3314
H29 2.14498 -3.11540 0.55411  0.4988
O11 1.69262 -3.23461 1.39722  -0.8576
H30 -0.31108 2.39774 -1.84845  0.4147
H31 0.66581 1.93392 -0.69663  0.2698
O12 0.63394 2.16515 -1.68712  -0.8316
H32 -2.49195 2.46336 -1.51958  0.3168
H33 -2.19056 1.60550 -2.71486  0.3267
O13 -1.97654 2.48972 -2.33707  -0.8199

Output
- max |F| (eV Å⁻¹) = 2.1
- spin multiplicity = 1
- charge = -2
- ΔE to the lowest compared entry with this formula, charge and spin (eV) = 0.000
- total energy (eV) = -43631.24486
- orbital gap (eV) = 6.69

***

(4)
DFT (ωB97M-V/def2-TZVPD) results for a 13-piece molecular cluster, C4H33O13 overall at a distorted geometry.

Last column: Mulliken charge in e.
Element x y z (Å)
C1 0.50678 -1.66380 0.32066  -0.0985
O1 1.36241 -0.72871 -0.29893  -0.8314
C2 0.74665 -3.06558 -0.34657  -0.9550
C3 0.43912 -2.85155 -1.84757  0.3649
C4 1.21511 -3.72577 -2.75179  -1.6338
H1 0.63474 -1.58637 1.40570  0.4382
H2 -0.53198 -1.50105 -0.00931  0.0363
H3 0.05069 -3.74637 0.14041  0.3534
H4 1.80855 -3.30900 -0.18353  0.4575
H5 0.48045 -1.79183 -2.08806  0.1459
H6 -0.59261 -3.19296 -2.02656  0.0520
H7 1.09923 -4.78986 -2.60501  0.3716
H8 2.35805 -3.69445 -2.88752  0.3111
H9 1.13144 -3.62867 -3.82130  0.4268
H10 2.68411 3.04026 -0.01020  0.2855
H11 3.39602 1.86637 0.69922  0.4170
O2 3.54960 2.76460 0.32581  -0.6894
H12 -1.10065 1.40364 -0.01539  0.3309
H13 -1.72341 0.12091 -0.45605  0.2545
O3 -1.80354 0.78156 0.23477  -0.5890
H14 -0.23206 4.74376 2.60596  0.2880
H15 -1.13956 3.77636 1.76943  0.4021
O4 -1.10722 4.34250 2.56644  -0.6577
H16 -2.23150 -1.52923 2.50738  0.3210
H17 -2.45759 -0.40662 1.64655  0.3039
O5 -2.78074 -1.32738 1.73689  -0.6269
H18 3.71070 -1.89424 2.16006  0.3360
H19 2.46726 -2.86986 1.86676  0.3091
O6 3.33794 -2.76788 2.27425  -0.6668
H20 -0.67802 2.41866 4.15189  0.2859
H21 -2.06877 2.61841 3.32246  0.4228
O7 -1.56736 2.09942 3.96973  -0.6528
H22 2.33866 -0.06443 0.90678  0.5454
H23 2.35501 0.91061 2.17852  0.3083
O8 2.89228 0.36008 1.61148  -0.8137
H24 -3.60373 1.93153 1.55538  0.2913
H25 -2.48350 2.71648 0.97187  0.3346
O9 -3.10494 2.73916 1.71397  -0.7073
H26 -1.23879 1.40974 -3.39843  0.2242
H27 -0.49193 1.24266 -1.90401  0.3366
O10 -1.40131 1.43072 -2.44638  -0.6988
H28 0.86575 0.16822 -0.58204  0.6676
H29 1.26126 1.76423 -1.75298  0.1674
O11 0.65857 1.54577 -1.03884  -1.1230
H30 -0.13790 2.89893 -0.60930  0.3531
H31 -1.10183 4.16688 -0.48989  0.2610
O12 -0.59500 3.54414 0.05448  -0.6580
H32 -3.03191 -2.48886 -3.97158  0.3312
H33 -2.05038 -1.96367 -3.10919  0.2641
O13 -2.09414 -2.21746 -4.04641  -0.5968

Output
- max |F| (eV Å⁻¹) = 4.3
- spin multiplicity = 1
- charge = -1
- ΔE to the lowest compared entry with this formula, charge and spin (eV) = 1.252
- total energy (eV) = -31302.91449
- orbital gap (eV) = 9.79

***

(5)
DFT (ωB97M-V/def2-TZVPD) results for a 13-piece molecular cluster, C4H34N2O13S overall at a distorted geometry.

Last column: Mulliken charge in e.
Element x y z (Å)
O1 -3.35033 -0.55735 1.34742  -0.6769
C1 -3.41411 0.64531 1.47722  -0.0217
N1 -3.09415 1.47866 0.41245  -0.1712
C2 -2.55531 0.86153 -0.82230  -0.0312
C3 -3.57441 0.08102 -1.60241  -1.0902
S1 -3.23193 -0.06909 -3.40755  -0.1658
C4 -1.30703 0.08761 -0.55335  0.4196
N2 0.01435 0.79098 -0.26584  0.0974
H1 -3.82528 1.16250 2.35090  0.4551
H2 -2.98793 2.44396 0.65336  0.4196
H3 -2.08090 1.68109 -1.39850  0.4147
H4 -3.99412 -0.78724 -1.10695  0.4327
H5 -4.37381 0.83120 -1.71707  0.3665
H6 -2.13581 -0.83723 -3.35118  0.0694
H7 -1.22835 -0.43980 0.40359  -0.2876
H8 -1.06364 -0.79043 -1.16244  -0.0032
H9 -0.14558 1.68037 0.17829  -0.1057
H10 0.65747 0.28604 0.31926  0.1150
H11 2.09631 3.23043 -0.99196  0.3579
H12 0.73164 3.78305 -1.50866  0.2859
O2 1.66400 3.97357 -1.40565  -0.6207
H13 3.82529 1.32459 -1.68724  0.2625
H14 3.27099 1.78348 -2.95079  0.3037
O3 3.10421 1.10292 -2.28432  -0.5727
H15 0.03905 -2.76464 -3.39453  0.3712
H16 0.90898 -1.88250 -2.91363  0.4875
O4 1.00958 -2.81781 -3.25952  -0.7664
H17 4.08992 -1.33776 -0.04461  0.2690
H18 2.76573 -1.98173 0.61189  0.3140
O5 3.47184 -1.32632 0.68594  -0.6050
H19 0.37007 -2.09922 0.19681  0.2473
H20 0.39042 -2.76872 1.58743  0.1370
O6 0.81845 -2.10894 1.04412  -0.4601
H21 -1.34130 -2.61947 2.80379  0.2501
H22 -2.01295 -1.39546 2.06086  0.2831
O7 -1.36952 -1.67780 2.73489  -0.5874
H23 2.14139 1.47296 0.53029  0.2008
H24 2.42778 2.44457 1.63310  0.3705
O8 1.85067 2.31520 0.86353  -0.6143
H25 -0.62441 1.91878 2.83867  0.3505
H26 -1.39046 2.36985 1.70273  0.2485
O9 -1.52093 2.23599 2.64663  -0.6584
H27 0.54243 -0.89495 3.85664  0.3212
H28 1.04077 -0.90923 2.54484  0.3808
O10 1.41666 -0.80609 3.43895  -0.6752
H29 0.44779 0.45279 -2.37238  0.3396
H30 1.35611 -0.08909 -3.55184  0.2508
O11 0.53367 -0.20600 -3.07654  -0.6919
H31 0.50939 -3.56238 -1.85034  0.4193
H32 0.52763 -4.94844 -1.08653  0.2549
O12 0.28291 -4.03774 -1.00844  -0.6669
H33 2.18401 1.22975 3.70532  0.3598
H34 3.18209 0.56278 2.97719  0.3293
O13 2.95067 1.48449 3.16846  -0.7127

Output
- max |F| (eV Å⁻¹) = 5.7
- spin multiplicity = 1
- charge = 0
- ΔE to the lowest compared entry with this formula, charge and spin (eV) = 3.799
- total energy (eV) = -45131.95485
- orbital gap (eV) = 9.55

***

(6)
DFT (ωB97M-V/def2-TZVPD) results for C4H35AsBBr2IN2O12P as an isolated structure at a distorted geometry.

Last column: Mulliken charge in e.
Element x y z (Å)
C1 3.54946 0.74738 2.47880  -0.8372
C2 2.39768 1.75166 2.26279  -0.0824
Br1 3.32166 3.54280 2.24738  -0.2460
C3 1.60617 1.45406 0.91976  -0.3952
Br2 0.82644 3.11050 0.16105  -0.1998
As1 0.22707 -0.03962 1.17789  0.0243
C4 -1.04614 -1.60750 1.56820  -0.9866
N1 -0.78849 -2.08158 2.95793  -0.2452
B1 -1.28354 1.25261 1.73591  0.2884
N2 -1.54402 1.65336 3.16227  -0.6238
O1 -2.18453 1.79715 0.76881  -0.5182
P1 1.87579 -1.54902 0.32182  0.1990
O2 1.08769 -2.38299 -0.96157  -0.5209
I1 2.50729 -3.25616 1.99417  -0.2702
H1 3.77915 0.69417 3.55500  0.3468
H2 3.30033 -0.27398 2.16645  -0.0790
H3 4.46162 1.08080 1.97294  0.4179
H4 1.71447 1.77363 3.11699  0.4541
H5 2.35071 1.11585 0.18098  0.2915
H6 0.76491 -0.19174 2.65788  0.0911
H7 -0.28374 0.07641 -0.30960  -0.0499
H8 -0.91264 -2.46660 0.89121  0.4283
H9 -2.09450 -1.22578 1.57706  0.3688
H10 -1.56870 -1.89694 3.55161  0.1775
H11 -0.53865 -3.05335 2.95798  0.0138
H12 -2.10438 2.50481 3.08688  0.2360
H13 -2.20729 0.94949 3.48743  0.2239
H14 -2.36381 1.12455 0.10386  0.2732
H15 0.69326 -1.70037 -1.50442  0.3004
O3 -2.72487 -3.48946 4.58933  -0.6437
H16 -2.84023 -4.44695 4.53181  0.3171
H17 -2.24700 -3.36166 5.41371  0.3188
O4 -1.25651 -5.76079 4.19786  -0.6546
H18 -0.70169 -6.47139 3.86648  0.2988
H19 -0.71649 -4.96928 4.08914  0.3445
O5 -3.85362 0.12792 -1.61300  -0.6119
H20 -4.27161 0.95661 -1.86926  0.2763
H21 -4.52920 -0.32381 -1.10168  0.3002
O6 2.88046 0.98624 -2.08829  -0.5976
H22 2.78110 1.05999 -3.04587  0.2503
H23 3.56510 1.62681 -1.87273  0.2665
O7 3.97290 1.20268 -5.08060  -0.6105
H24 4.53140 0.45089 -5.30277  0.3152
H25 4.53030 1.96704 -5.24435  0.3034
O8 4.55413 -3.26165 -1.49966  -0.6282
H26 3.65866 -3.13433 -1.15446  0.3403
H27 4.61123 -4.20701 -1.65460  0.2811
O9 5.75429 -0.41537 -3.18492  -0.6390
H28 4.83993 -0.25785 -2.91010  0.3707
H29 5.83113 -1.37346 -3.19564  0.3114
O10 -5.77714 2.51109 -1.49665  -0.6391
H30 -6.73193 2.59826 -1.43828  0.2838
H31 -5.44313 3.08012 -0.79273  0.3395
O11 -3.88666 3.34095 -3.92925  -0.6576
H32 -4.41370 3.25422 -3.12679  0.3404
H33 -3.66506 2.43517 -4.16592  0.3248
O12 -4.47866 4.42592 -6.73676  -0.6404
H34 -5.41854 4.28910 -6.60631  0.2995
H35 -4.09787 4.25643 -5.86518  0.3593

Output
- max |F| (eV Å⁻¹) = 2.7
- spin multiplicity = 1
- charge = -1
- total energy (eV) = -251255.85449
- orbital gap (eV) = 4.68

***

Question: Which formula does entry 2 have?
Answer: C4H32NO13